[1]
The ion C5H9N2S with charge +1 at a distorted geometry. Source: the Open Molecules 2025 dataset; level of theory: ωB97M-V/def2-TZVPD.

Values from the calculation:
gap between HOMO and LUMO = 7.173 eV
lowest unoccupied orbital energy = -4.776 eV
total charge = +1
spin multiplicity = 1
energy relative to the best compared isomer or geometry (same formula, charge and spin) = 51.2 kcal/mol

Atoms and positions in Å:
S 1.570 -1.684 -1.173
N -0.727 -0.425 -0.378
N 0.685 1.418 1.108
C -1.306 0.607 0.358
C 0.755 -0.591 -0.145
C -0.655 1.582 1.077
C 1.359 0.112 0.989
C -1.409 -1.045 -1.573
H -0.669 -0.993 -2.393
H 1.268 2.249 1.237
H -2.319 -0.508 -1.636
H -2.391 0.604 0.391
H 2.794 -1.569 -0.639
H -1.188 2.499 1.207
H 1.498 -0.506 1.931
H -1.733 -1.962 -1.205
H 2.469 0.211 0.844

---

[2]
A structure of composition C32H38N5O2P2S3Y. Source: the Open Molecules 2025 dataset; level of theory: ωB97M-V/def2-TZVPD.

Values from the calculation:
gap between HOMO and LUMO (spin up / spin down) = 4.942 / 6.988 eV
lowest unoccupied orbital energy (spin up / spin down) = 2.575 / 2.573 eV
total charge = -1
spin multiplicity = 2
energy relative to the best compared isomer or geometry (same formula, charge and spin) = 0.3 kcal/mol

Atoms and positions in Å:
Y 0.948 1.230 0.048
S 3.380 0.917 -1.456
S -0.616 3.048 -1.237
S 0.405 -0.275 -2.445
P -1.156 -1.468 0.921
P 2.295 0.044 -2.870
O 2.339 0.897 -4.232
O 3.083 -1.314 -3.241
N -1.807 5.152 -0.051
N 2.562 1.289 1.838
N -0.313 -0.195 1.015
N -0.287 4.106 1.269
N 0.690 3.144 1.434
C 3.020 2.083 4.080
C 1.035 4.249 3.630
C 0.949 -3.096 0.233
C -1.717 -1.897 4.919
C -1.056 -3.590 -0.991
C -1.801 -3.586 2.719
C -3.877 -2.133 0.365
C -2.027 -3.240 5.087
C 4.191 0.176 3.209
C -5.095 -1.906 -0.260
C -0.400 -2.845 -0.019
C 2.417 -2.407 -3.888
C -1.509 -2.237 2.542
C -2.064 -4.087 3.987
C 3.569 2.932 -4.608
C 3.939 1.093 4.259
C 1.626 -4.080 -0.467
C 2.312 2.202 2.851
C -3.044 4.900 -0.774
C -0.880 4.118 0.123
C 0.959 -4.828 -1.431
C 3.588 1.423 -4.708
C -0.378 -4.580 -1.695
C -2.983 -0.149 -0.654
C 2.128 -2.130 -5.348
C -3.962 3.889 -0.094
C 3.476 0.333 2.049
C -4.201 0.078 -1.279
C 1.336 3.194 2.603
C -5.257 -0.801 -1.087
C -1.455 -1.398 3.651
C -2.809 -1.261 0.166
H -3.453 2.929 0.012
H 2.811 2.777 4.882
H 2.726 3.338 -5.168
H -1.181 -0.360 3.495
H -4.251 4.232 0.903
H -1.804 -4.255 1.865
H 4.913 -0.623 3.305
H 1.466 -2.490 0.969
H 1.716 -3.029 -5.814
H -5.921 -2.587 -0.096
H -2.287 -5.139 4.117
H -1.952 5.608 0.841
H -0.896 -5.149 -2.458
H -4.320 0.950 -1.911
H 3.471 3.233 -3.566
H 1.498 -2.632 -3.342
H -2.167 0.554 -0.783
H 4.466 1.007 5.202
H 3.042 -1.855 -5.877
H -6.209 -0.622 -1.571
H -4.872 3.733 -0.678
H -1.669 -1.240 5.778
H -2.228 -3.631 6.077
H 1.488 -5.594 -1.986
H 3.688 1.090 -5.744
H -3.765 -2.989 1.020
H -3.554 5.860 -0.889
H 4.494 3.347 -5.013
H 0.300 3.893 4.359
H 2.676 -4.258 -0.271
H 3.636 -0.345 1.215
H 3.097 -3.253 -3.775
H 0.614 5.124 3.144
H -2.096 -3.388 -1.217
H 1.405 -1.322 -5.456
H 1.934 4.538 4.175
H 4.417 1.006 -4.133
H -2.784 4.551 -1.772

---

[3]
A structure of composition C30H46BrCdN3P2 at a distorted geometry. Source: the Open Molecules 2025 dataset; level of theory: ωB97M-V/def2-TZVPD.

Values from the calculation:
gap between HOMO and LUMO (spin up / spin down) = 3.381 / 3.382 eV
lowest unoccupied orbital energy (spin up / spin down) = -8.707 / -8.706 eV
total charge = +2
spin multiplicity = 1
energy relative to the best compared isomer or geometry (same formula, charge and spin) = 83.3 kcal/mol

Atoms and positions in Å:
Cd -0.089 0.082 0.054
Br 3.104 5.890 -1.543
P -0.830 -2.453 -0.108
P 3.755 -0.602 0.243
N -0.844 0.732 2.409
N -4.986 3.581 -3.673
N -1.883 -1.229 3.101
C -3.561 -2.447 0.527
C -4.383 3.236 -1.346
C 1.890 3.463 -2.385
C -1.565 0.094 3.349
C -0.294 -3.765 1.129
C 3.920 -1.998 2.586
C -0.732 2.634 3.892
C 4.751 1.946 0.202
C -0.393 1.972 2.718
C -1.215 -4.922 1.510
C 1.907 4.490 -1.422
C 4.569 -2.120 -1.907
C 3.374 -1.304 -1.382
C -0.112 -2.406 -2.886
C -4.308 2.469 -3.975
C -2.474 1.569 -0.798
C 0.965 4.494 -0.386
C -0.192 2.612 -1.407
C -0.008 -3.189 -1.581
C -1.966 0.701 4.561
C -0.142 3.643 -0.440
C 3.427 1.169 0.251
C 0.743 2.661 -2.464
C -5.024 3.945 -2.384
C -3.481 2.185 -1.675
C -1.544 1.998 4.834
C -3.620 1.717 -3.016
C -2.548 -3.009 -0.452
C 2.891 -1.448 1.582
C -1.120 1.417 -1.268
H -3.151 -2.101 1.479
H -2.523 0.078 5.252
H -2.148 -4.612 1.995
H 0.283 2.405 1.975
H -1.070 0.753 -2.149
H 2.724 3.344 -3.088
H -1.129 -2.442 -3.294
H 3.471 -2.741 3.251
H 5.502 -1.544 -1.853
H -0.333 3.631 4.052
H -5.574 4.870 -2.166
H 4.711 -3.041 -1.329
H -2.241 -1.736 3.903
H 2.902 1.385 1.191
H 0.025 -3.251 2.046
H -1.243 -1.776 2.517
H -0.466 -4.185 -1.697
H 2.463 -1.916 -1.289
H 4.761 -2.485 2.079
H -0.952 3.810 0.266
H 1.098 5.196 0.434
H 0.578 2.139 -3.412
H 2.760 1.417 -0.588
H 5.226 1.847 -0.779
H -3.173 0.780 -3.333
H -2.528 -4.111 -0.440
H -4.554 3.552 -0.316
H -0.680 -5.582 2.207
H -1.482 -5.538 0.647
H -2.803 1.078 0.133
H -2.784 -2.695 -1.478
H 1.049 -3.341 -1.316
H -4.290 2.184 -5.031
H 4.330 -1.191 3.202
H -4.096 -1.595 0.103
H 5.462 1.580 0.954
H -4.296 -3.212 0.780
H 0.179 -1.350 -2.799
H 2.278 -2.254 1.149
H 0.623 -4.196 0.703
H 4.588 3.008 0.405
H 4.413 -2.402 -2.953
H 2.217 -0.718 2.053
H 0.542 -2.881 -3.630
H 3.161 -0.455 -2.052
H -1.809 2.484 5.770

---

[4]
A cluster of 12 separate species, H24O12 in total at a distorted geometry. Source: the Open Molecules 2025 dataset; level of theory: ωB97M-V/def2-TZVPD.

Values from the calculation:
structure (SMILES) = O.O.O.O.O.O.O.O.O.O.O.O
gap between HOMO and LUMO = 8.778 eV
lowest unoccupied orbital energy = 0.254 eV
spin multiplicity = 1
energy relative to the best compared isomer or geometry (same formula, charge and spin) = 156.0 kcal/mol

Atoms and positions in Å:
O 1.942 -2.521 -0.424
O -3.172 0.712 0.873
O 2.327 1.112 3.275
O 0.479 -3.754 -1.446
O 1.785 0.855 -2.557
O 2.086 3.871 -0.831
O -4.612 -0.343 1.915
O -2.193 2.762 -2.090
O -3.644 -1.230 -1.627
O 2.142 -1.084 1.677
O -0.252 -0.222 0.827
O 2.482 -0.387 -0.664
H 2.452 0.870 4.199
H -3.069 -1.401 -0.873
H 2.858 -2.308 -0.211
H -3.937 1.238 1.134
H -5.518 -0.103 2.142
H 1.328 -0.704 2.027
H -2.429 1.911 -2.476
H 3.223 1.178 2.926
H 0.234 0.471 1.288
H -2.770 2.839 -1.321
H -1.044 -0.348 1.362
H -2.452 1.352 0.827
H -3.042 -1.192 -2.378
H -0.178 -4.420 -1.212
H 0.768 -4.010 -2.329
H 2.040 4.826 -0.959
H 1.988 -2.887 -1.315
H 3.212 -0.774 -1.159
H -4.556 -1.280 2.132
H 2.688 0.543 -2.428
H 2.848 0.429 -0.305
H 1.846 1.808 -2.426
H 1.603 3.721 -0.010
H 2.539 -1.528 2.435

---

[5]
A structure of composition C12H10BeN2O5 at a distorted geometry. Source: the Open Molecules 2025 dataset; level of theory: ωB97M-V/def2-TZVPD.

Values from the calculation:
gap between HOMO and LUMO = 4.540 eV
lowest unoccupied orbital energy = -10.853 eV
total charge = +2
spin multiplicity = 1
energy relative to the best compared isomer or geometry (same formula, charge and spin) = 57.0 kcal/mol

Atoms and positions in Å:
O 0.401 0.026 -2.978
O 1.883 -0.426 -0.569
O 0.159 3.140 -0.646
O -2.028 -2.254 -0.025
O 0.839 -3.426 3.807
N 0.728 -2.586 5.939
N -0.631 -0.001 2.043
C -0.386 -0.120 4.831
C 0.520 -2.511 4.547
C -0.434 2.182 -0.441
C -2.830 1.200 -0.342
C -1.744 -1.170 -0.215
C -0.929 1.057 2.776
C -0.220 -1.122 2.620
C -0.118 -1.251 4.040
C -2.485 1.175 -1.714
C -0.080 0.308 -1.942
C 0.748 -0.194 -0.553
C -0.837 1.028 4.184
Be -1.137 0.519 -0.491
H -2.956 0.454 -2.405
H -3.539 0.471 0.073
H -1.089 1.918 4.744
H 0.094 -1.949 1.966
H -1.148 1.978 2.245
H -2.885 2.163 0.196
H -0.283 -0.157 5.928
H 0.972 -1.699 6.383
H -2.257 2.122 -2.248
H 1.393 -3.295 6.186

---

[6]
A structure of composition C11H9BrF6N2O7RuS2 at a distorted geometry. Source: the Open Molecules 2025 dataset; level of theory: ωB97M-V/def2-TZVPD.

Values from the calculation:
gap between HOMO and LUMO (spin up / spin down) = 3.645 / 3.775 eV
lowest unoccupied orbital energy (spin up / spin down) = -11.105 / -11.032 eV
total charge = +2
spin multiplicity = 1

Atoms and positions in Å:
Ru 0.758 -0.285 0.148
Br 0.486 -8.108 -3.231
S 2.760 1.797 -0.710
S 1.365 2.322 1.547
F -0.091 4.453 1.132
F 0.971 2.965 -2.285
F 1.351 4.612 2.746
F 2.075 1.360 -3.215
F -0.441 3.416 3.005
F 0.515 0.887 -1.767
O 0.783 -1.714 -1.004
O -0.540 -2.492 0.574
O 1.390 -1.058 1.781
O 2.083 1.724 2.609
O 0.229 1.464 1.018
O 2.562 0.353 -0.216
O 4.035 2.059 -1.223
N 2.197 2.832 0.300
N -0.479 -1.301 3.077
C 0.117 -5.187 -0.354
C 0.527 -5.281 -3.124
C 1.531 1.808 -2.126
C 0.200 -6.402 -0.985
C 0.466 3.852 2.156
C 0.111 -2.747 -0.429
C 0.462 -4.059 -2.496
C 0.246 -4.003 -1.106
C 0.397 -6.443 -2.371
C 0.807 -1.372 2.893
C 1.713 -1.782 3.994
H -0.870 -1.553 3.974
H 1.169 -2.161 4.855
H 0.109 -7.329 -0.437
H 0.680 -5.357 -4.191
H -1.135 -1.080 2.342
H 2.404 -2.539 3.621
H -0.053 -5.122 0.712
H 0.573 -3.145 -3.061
H 2.305 -0.910 4.281